{
  "formula": "C34H19Br2Cl5F3NOPSc",
  "method": "ωB97M-V/def2-TZVPD",
  "symbols": ["Sc", "Cl", "C", "C", "C", "Cl", "C", "Cl", "C", "Cl", "C", "Cl", "Br", "C", "C", "C", "Br", "C", "C", "C", "C", "N", "C", "C", "O", "H", "H", "H", "H", "F", "C", "F", "F", "C", "C", "C", "C", "C", "C", "P", "C", "C", "C", "C", "C", "C", "C", "C", "C", "C", "C", "C", "H", "H", "H", "H", "H", "H", "H", "H", "H", "H", "H", "H", "H", "H", "H"],
  "positions_angstrom": [[0.365, 1.239, 0.758], [2.004, -3.075, -1.191], [2.284, -1.232, 1.430], [1.202, -0.478, 1.892], [0.677, -0.783, 3.127], [-0.601, 0.276, 3.699], [1.105, -1.844, 3.908], [0.375, -2.209, 5.420], [2.178, -2.598, 3.431], [2.758, -3.929, 4.356], [2.790, -2.260, 2.220], [4.231, -3.118, 1.771], [-0.111, 3.303, -3.976], [1.101, 2.003, -3.360], [2.101, 1.528, -4.289], [2.966, 0.558, -3.964], [4.227, -0.073, -5.217], [2.918, -0.061, -2.651], [3.524, -1.199, -2.285], [3.274, -1.809, -0.946], [2.888, -0.767, 0.101], [1.966, 0.222, -0.435], [1.997, 0.536, -1.679], [0.998, 1.534, -2.092], [0.148, 1.887, -1.170], [2.122, 1.971, -5.275], [4.130, -1.756, -2.989], [4.144, -2.360, -0.615], [3.832, -0.241, 0.322], [-0.244, 3.563, 2.984], [-0.255, 3.311, 1.692], [1.475, 2.735, 1.510], [-0.188, 4.475, 1.101], [-6.014, 1.452, 2.056], [-6.044, 0.384, 1.168], [-4.862, -0.130, 0.660], [-3.639, 0.420, 1.038], [-3.616, 1.495, 1.922], [-4.801, 2.009, 2.432], [-2.067, -0.252, 0.426], [-2.428, -0.715, -1.298], [-2.331, 0.280, -2.271], [-2.613, -0.010, -3.598], [-2.991, -1.294, -3.964], [-3.096, -2.287, -2.999], [-2.817, -2.000, -1.671], [-1.881, -1.844, 1.284], [-0.848, -2.680, 0.857], [-0.561, -3.849, 1.539], [-1.304, -4.191, 2.665], [-2.330, -3.367, 3.092], [-2.624, -2.195, 2.404], [-6.939, 1.852, 2.449], [-6.991, -0.046, 0.869], [-4.890, -0.958, -0.039], [-2.670, 1.937, 2.211], [-4.773, 2.846, 3.117], [-2.018, 1.279, -1.998], [-2.523, 0.769, -4.344], [-3.202, -1.524, -5.001], [-3.393, -3.289, -3.280], [-2.894, -2.784, -0.927], [-0.253, -2.407, -0.006], [0.252, -4.481, 1.202], [-1.072, -5.095, 3.214], [-2.902, -3.627, 3.974], [-3.416, -1.548, 2.757]],
  "nbo_charge": [1.665, -0.059, -0.052, -0.439, -0.059, 0.039, -0.083, 0.057, -0.083, 0.054, -0.047, 0.016, 0.086, -0.198, -0.212, -0.093, 0.074, -0.150, -0.066, -0.220, -0.099, -0.523, 0.269, 0.358, -0.810, 0.245, 0.239, 0.258, 0.239, -0.313, 0.641, -0.590, -0.300, -0.193, -0.228, -0.126, -0.365, -0.191, -0.199, 0.834, -0.374, -0.190, -0.198, -0.196, -0.231, -0.142, -0.370, -0.204, -0.217, -0.198, -0.227, -0.140, 0.218, 0.218, 0.214, 0.220, 0.219, 0.242, 0.222, 0.217, 0.216, 0.216, 0.233, 0.224, 0.220, 0.219, 0.217],
  "lumo_energy_ev": -1.434,
  "homo_ev": -8.1,
  "charge": 0,
  "gap_ha": 0.244,
  "total_energy_ev": -279945.8330
}



{
  "formula": "C32H32I3N5O10P2S3W",
  "method": "ωB97M-V/def2-TZVPD",
  "symbols": ["W", "C", "C", "O", "P", "O", "O", "O", "P", "O", "O", "O", "H", "H", "H", "H", "H", "H", "H", "I", "C", "C", "C", "I", "C", "C", "C", "C", "N", "C", "C", "O", "H", "H", "H", "H", "S", "C", "S", "C", "N", "N", "C", "C", "C", "C", "C", "C", "S", "H", "H", "H", "H", "H", "I", "C", "C", "C", "C", "C", "C", "C", "O", "O", "H", "H", "H", "H", "C", "C", "N", "C", "C", "N", "C", "C", "H", "H", "H", "H", "H", "H", "H", "H", "H", "H", "H", "H"],
  "positions_angstrom": [[0.247, 0.861, -0.111], [-2.508, 2.604, -2.545], [-1.390, 3.591, -2.287], [-1.689, 4.776, -3.017], [-1.159, 3.981, -0.513], [-2.512, 4.295, 0.218], [-0.401, 5.354, -0.477], [-0.388, 2.886, 0.166], [0.301, 3.030, -2.750], [0.243, 2.628, -4.290], [1.120, 4.260, -2.504], [0.635, 1.745, -2.024], [-3.466, 3.086, -2.351], [-2.415, 1.735, -1.900], [-2.477, 2.287, -3.588], [-0.906, 5.344, -3.012], [-2.862, 3.508, 0.674], [0.370, 5.274, -1.092], [0.401, 3.381, -4.872], [4.554, -1.342, -1.988], [2.609, -1.477, -2.709], [2.364, -2.158, -3.920], [1.091, -2.333, -4.380], [0.810, -3.364, -6.174], [-0.016, -1.821, -3.651], [-1.373, -1.962, -4.009], [-2.329, -1.425, -3.199], [-1.958, -0.708, -2.051], [-0.705, -0.519, -1.694], [0.253, -1.111, -2.470], [1.572, -0.957, -1.976], [1.687, -0.349, -0.817], [3.202, -2.553, -4.476], [-1.641, -2.497, -4.910], [-3.381, -1.531, -3.426], [-2.716, -0.272, -1.421], [-4.266, -3.560, 3.639], [-3.661, -2.517, 2.513], [-3.607, -0.787, 2.723], [-2.784, -0.614, 1.196], [-2.644, -1.722, 0.561], [-3.127, -2.779, 1.289], [-2.845, -4.069, 0.739], [-3.785, -5.086, 0.784], [-3.474, -6.312, 0.215], [-2.246, -6.515, -0.397], [-1.320, -5.481, -0.448], [-1.615, -4.253, 0.120], [-2.240, 0.925, 0.588], [-4.738, -4.922, 1.262], [-4.202, -7.112, 0.250], [-2.012, -7.474, -0.840], [-0.364, -5.629, -0.933], [-0.912, -3.429, 0.073], [-1.588, -2.471, 7.822], [-0.938, -1.698, 6.000], [-0.718, -2.563, 4.935], [-0.316, -2.043, 3.718], [-0.144, -0.670, 3.569], [-0.353, 0.186, 4.644], [-0.748, -0.329, 5.868], [0.155, -0.124, 2.238], [0.213, -0.850, 1.208], [0.283, 1.126, 2.020], [-0.884, -3.625, 5.047], [-0.154, -2.696, 2.871], [-0.231, 1.252, 4.507], [-0.923, 0.330, 6.707], [3.137, 0.915, 1.255], [4.477, 1.528, 1.718], [4.715, 2.811, 1.066], [3.667, 3.735, 1.487], [2.256, 3.155, 1.217], [2.359, 1.891, 0.432], [3.167, 2.224, -0.779], [4.607, 2.609, -0.376], [2.528, 0.643, 2.112], [3.291, 0.030, 0.646], [5.303, 0.856, 1.477], [4.485, 1.687, 2.798], [3.806, 4.674, 0.950], [3.796, 3.942, 2.551], [1.661, 3.856, 0.641], [1.719, 2.934, 2.136], [2.674, 3.052, -1.278], [3.155, 1.368, -1.446], [4.906, 3.526, -0.885], [5.313, 1.826, -0.662]],
  "lowdin_charge": [1.645, -0.052, -0.580, -0.034, 0.504, -0.068, -0.083, -0.464, 0.382, -0.082, -0.296, -0.379, 0.099, 0.004, 0.096, 0.086, 0.058, 0.071, 0.095, 0.990, -0.618, -0.219, -0.663, 0.924, -0.196, -0.022, -0.012, -0.152, 0.022, -0.142, -0.401, -0.276, 0.078, 0.068, 0.116, 0.041, 0.596, -1.096, 1.013, -0.998, 0.028, -0.133, -0.210, -0.043, -0.074, -0.089, -0.077, -0.016, 0.709, 0.084, 0.106, 0.102, 0.104, 0.105, 0.882, -0.725, -0.143, -0.012, -0.149, -0.007, -0.137, -0.613, -0.089, -0.164, 0.098, 0.125, 0.125, 0.095, -0.131, -0.144, -0.155, -0.142, -0.133, -0.193, -0.146, -0.143, 0.108, 0.079, 0.117, 0.120, 0.120, 0.118, 0.094, 0.114, 0.088, 0.071, 0.121, 0.100],
  "lumo_energy_ev": [-0.626, -0.626],
  "homo_ev": [-7.3, -7.3],
  "charge": 0,
  "gap_ha": [0.245, 0.245],
  "total_energy_ev": -138849.2080
}



{
  "formula": "C4H7NO2",
  "method": "ωB97M-V/def2-TZVPD",
  "symbols": ["C", "C", "C", "N", "C", "O", "O", "H", "H", "H", "H", "H", "H", "H"],
  "positions_angstrom": [[1.831, -0.006, 0.630], [0.536, -0.121, -0.086], [0.029, 0.885, -1.069], [-0.545, 0.791, 0.269], [-1.431, -0.346, 0.475], [-2.451, -0.477, -0.513], [-0.313, -1.228, 0.250], [1.700, 0.361, 1.653], [2.512, 0.674, 0.106], [2.320, -0.984, 0.684], [-0.577, 0.553, -1.903], [0.621, 1.769, -1.263], [-1.827, -0.447, 1.490], [-2.403, -1.423, -0.724]],
  "nbo_charge": [-0.646, 0.362, -0.272, -0.462, 0.501, -0.717, -0.530, 0.230, 0.221, 0.231, 0.218, 0.221, 0.158, 0.484],
  "lumo_energy_ev": 0.891,
  "homo_ev": -9.1,
  "charge": 0,
  "smiles": "C[C@]12CN1[C@@H](O)O2",
  "gap_ha": 0.368,
  "total_energy_ev": -9843.8919
}



{
  "formula": "C30H46F9N3O8S",
  "method": "ωB97M-V/def2-TZVPD",
  "symbols": ["N", "C", "O", "C", "C", "C", "C", "C", "C", "C", "F", "F", "C", "F", "F", "C", "F", "F", "C", "F", "F", "F", "C", "C", "C", "C", "O", "C", "C", "N", "S", "N", "C", "H", "H", "H", "H", "H", "H", "H", "H", "H", "H", "H", "H", "H", "H", "H", "H", "H", "H", "C", "O", "C", "C", "O", "C", "C", "O", "C", "H", "H", "H", "H", "H", "H", "H", "H", "H", "H", "H", "H", "H", "H", "C", "O", "C", "C", "O", "C", "C", "O", "C", "H", "H", "H", "H", "H", "H", "H", "H", "H", "H", "H", "H", "H", "H"],
  "positions_angstrom": [[-4.261, 0.799, -4.638], [-4.232, -0.039, -3.522], [-4.781, 0.266, -2.496], [-3.452, -1.316, -3.625], [-1.974, -1.131, -4.095], [-1.078, -0.810, -2.917], [-0.382, -1.766, -2.191], [-0.394, -3.225, -2.582], [-1.691, -4.000, -2.280], [-1.353, -5.435, -1.949], [-0.601, -5.990, -2.917], [-0.614, -5.473, -0.801], [-2.556, -6.365, -1.668], [-3.135, -5.998, -0.517], [-2.059, -7.607, -1.505], [-3.632, -6.442, -2.801], [-3.103, -6.112, -3.982], [-4.077, -7.708, -2.884], [-4.896, -5.588, -2.531], [-5.605, -6.118, -1.555], [-5.635, -5.564, -3.638], [-4.577, -4.339, -2.214], [0.429, -1.351, -1.058], [1.179, -2.325, -0.165], [0.692, -2.251, 1.287], [-0.666, -2.904, 1.445], [-1.281, -2.370, 2.610], [0.539, -0.012, -0.732], [-0.126, 0.981, -1.489], [-0.075, 2.288, -1.307], [-1.036, 2.913, -2.447], [-1.516, 1.605, -3.195], [-0.945, 0.573, -2.576], [-4.517, 0.268, -5.467], [-5.000, 1.475, -4.473], [-3.971, -2.051, -4.239], [-3.430, -1.708, -2.620], [-1.950, -0.297, -4.787], [-1.646, -2.054, -4.559], [0.433, -3.730, -2.114], [-0.199, -3.295, -3.650], [-2.275, -3.562, -1.480], [-2.301, -4.033, -3.177], [2.231, -2.048, -0.173], [1.079, -3.356, -0.476], [0.626, -1.227, 1.638], [1.393, -2.783, 1.926], [-0.546, -3.982, 1.563], [-1.279, -2.722, 0.557], [-2.173, -2.718, 2.677], [1.158, 0.303, 0.096], [5.342, -0.572, 1.894], [4.630, 0.410, 1.177], [4.257, 1.532, 1.962], [4.346, 2.824, 1.180], [5.663, 3.286, 0.915], [6.445, 2.632, -0.072], [5.980, 2.849, -1.495], [4.820, 2.083, -1.759], [3.906, 2.686, -2.644], [4.687, -1.116, 2.584], [5.751, -1.276, 1.169], [6.175, -0.132, 2.453], [4.891, 1.609, 2.852], [3.217, 1.397, 2.287], [3.899, 3.602, 1.804], [3.749, 2.771, 0.268], [6.557, 1.567, 0.143], [7.435, 3.086, 0.018], [6.776, 2.528, -2.181], [5.789, 3.917, -1.650], [3.687, 3.718, -2.350], [2.983, 2.110, -2.582], [4.272, 2.668, -3.677], [-2.109, 1.805, 1.756], [-1.276, 2.802, 2.314], [-1.699, 4.121, 2.018], [-1.491, 5.056, 3.188], [-2.381, 4.861, 4.274], [-2.194, 3.733, 5.114], [-0.986, 3.804, 6.023], [0.219, 3.583, 5.309], [1.319, 4.297, 5.825], [-1.947, 1.753, 0.675], [-1.826, 0.850, 2.202], [-3.162, 1.987, 1.993], [-2.757, 4.136, 1.734], [-1.101, 4.481, 1.170], [-1.695, 6.068, 2.829], [-0.451, 5.043, 3.518], [-2.199, 2.804, 4.542], [-3.076, 3.721, 5.758], [-1.082, 3.021, 6.788], [-0.969, 4.781, 6.519], [1.080, 5.358, 5.961], [2.132, 4.215, 5.104], [1.652, 3.877, 6.782]],
  "lowdin_charge": [0.136, -0.558, 0.078, -0.097, -0.103, -0.100, -0.091, -0.102, -0.060, -0.451, 0.144, 0.114, -0.358, 0.164, 0.158, -0.350, 0.171, 0.165, -0.570, 0.205, 0.188, 0.181, -0.130, -0.131, -0.168, -0.262, -0.060, 0.042, -0.384, -0.208, 1.017, -0.223, -0.303, 0.101, 0.102, 0.121, 0.101, 0.102, 0.101, 0.094, 0.125, 0.125, 0.111, 0.122, 0.092, 0.105, 0.118, 0.117, 0.111, 0.083, 0.123, -0.116, -0.203, -0.199, -0.179, -0.123, -0.184, -0.204, -0.199, -0.109, 0.087, 0.087, 0.087, 0.124, 0.127, 0.127, 0.118, 0.120, 0.127, 0.127, 0.126, 0.089, 0.078, 0.088, -0.099, -0.198, -0.204, -0.185, -0.123, -0.183, -0.202, -0.198, -0.115, 0.069, 0.085, 0.091, 0.126, 0.123, 0.127, 0.119, 0.120, 0.127, 0.127, 0.125, 0.087, 0.084, 0.088],
  "lumo_energy_ev": -0.545,
  "homo_ev": -8.7,
  "charge": 0,
  "gap_ha": 0.300,
  "total_energy_ev": -87996.6291
}



- Number 1 is which compound?
  C34H19Br2Cl5F3NOPSc



- What is the formula in the second record?
  C32H32I3N5O10P2S3W